Entry from OMol25: a cluster of 6 separate species, C25H46FN6O2S in total at a distorted geometry (wB97M-V/def2-TZVPD).

Values from the calculation:
Energy in a.u.: -1956.846453
Net charge: +1
HOMO-LUMO gap in eV: 8.733

Each line ends with the Mulliken charge.
Geometry (Å):
C 3.597 2.660 3.170  -0.75
C 3.331 3.331 4.235  -0.16
N 1.999 3.921 4.547  0.21
C 1.940 5.424 4.307  -0.50
C 3.087 6.010 3.518  -0.34
F 4.159 6.215 4.344  -0.27
C 0.854 3.148 3.971  -1.16
S 0.451 3.508 2.241  0.89
O 0.022 2.308 1.647  -0.57
O 1.476 4.201 1.548  -0.54
H 4.621 2.599 2.842  0.29
H 2.861 2.176 2.546  0.21
H 4.068 3.462 5.007  0.46
H 1.918 3.801 5.559  0.43
H 1.014 5.744 3.843  0.34
H 1.963 5.908 5.277  0.38
H 3.351 5.463 2.622  0.30
H 2.761 6.999 3.199  0.40
H -0.035 3.350 4.566  0.51
H 1.053 2.086 4.053  0.59
H -0.640 4.327 2.278  0.13
C -1.047 -0.522 0.798  -0.69
C -0.703 -1.028 -0.599  -0.55
C -1.623 -2.156 -1.073  -0.38
C -1.485 -3.358 -0.252  0.29
N -1.374 -4.303 0.390  -0.50
H -0.925 -1.309 1.545  0.42
H -0.394 0.302 1.073  0.01
H -2.080 -0.165 0.842  0.25
H 0.335 -1.363 -0.618  0.33
H -0.782 -0.199 -1.306  0.31
H -1.386 -2.411 -2.108  0.30
H -2.663 -1.825 -1.062  0.29
C -3.236 -7.723 -2.587  -1.07
C -3.620 -6.618 -1.610  -0.27
C -4.524 -5.551 -2.232  -0.43
C -3.849 -4.810 -3.296  0.25
N -3.319 -4.226 -4.132  -0.51
H -2.656 -7.328 -3.421  0.15
H -2.626 -8.475 -2.089  0.40
H -4.123 -8.219 -2.988  0.32
H -2.716 -6.154 -1.214  0.13
H -4.145 -7.062 -0.762  0.37
H -4.834 -4.844 -1.459  0.31
H -5.434 -6.007 -2.624  0.35
C -3.504 -8.899 -8.570  -1.19
C -4.009 -8.249 -7.287  -0.53
C -2.888 -7.623 -6.451  0.17
C -1.944 -8.623 -5.953  0.27
N -1.201 -9.411 -5.572  -0.48
H -2.828 -9.729 -8.357  0.34
H -4.339 -9.294 -9.149  0.35
H -2.973 -8.177 -9.193  0.31
H -4.548 -8.989 -6.692  0.29
H -4.724 -7.466 -7.544  0.36
H -3.322 -7.097 -5.599  -0.19
H -2.351 -6.878 -7.040  0.32
C -4.190 3.917 -0.876  -1.37
C -3.139 4.009 0.223  -0.16
C -3.717 3.787 1.626  0.01
C -4.665 4.831 2.011  0.13
N -5.406 5.652 2.316  -0.39
H -4.947 4.695 -0.770  0.36
H -3.726 4.039 -1.854  0.37
H -4.691 2.947 -0.859  0.34
H -2.645 4.983 0.169  0.31
H -2.371 3.251 0.043  0.20
H -2.902 3.772 2.355  -0.11
H -4.204 2.812 1.678  0.33
C 8.940 5.260 1.763  -1.18
C 8.182 5.805 2.969  -0.25
C 8.305 4.913 4.208  -0.40
C 7.690 3.602 4.011  0.28
N 7.220 2.566 3.849  -0.50
H 8.542 4.296 1.443  0.33
H 8.857 5.947 0.921  0.35
H 9.999 5.134 1.991  0.31
H 7.129 5.937 2.708  0.12
H 8.573 6.793 3.216  0.34
H 7.821 5.401 5.057  0.29
H 9.355 4.784 4.476  0.32

***

Entry from OMol25: a cluster of 2 separate species, C2H7NO2 in total at a distorted geometry (wB97M-V/def2-TZVPD).

Values from the calculation:
Energy in a.u.: -285.618020
Net charge: 0
HOMO-LUMO gap in eV: 10.932
SMILES: NC=O.CO

Each line ends with the natural charge from an NBO analysis.
Geometry (Å):
C 0.042 2.183 2.064  -0.25
O -0.440 3.553 1.964  -0.73
H 1.115 2.178 2.198  0.18
H -0.522 1.704 2.862  0.18
H -0.334 1.690 1.164  0.17
H 0.323 4.122 2.012  0.46
C 0.163 -2.449 -1.781  0.53
N 0.222 -1.093 -1.849  -0.83
O -0.069 -3.077 -0.781  -0.59
H 0.391 -2.900 -2.766  0.10
H -0.014 -0.615 -1.004  0.39
H 0.134 -0.513 -2.659  0.40

***

Entry from OMol25: a structure of composition C29H40CoGeN4O2Sb (wB97M-V/def2-TZVPD).

Values from the calculation:
Energy in a.u.: -5198.333766
Net charge: +1
Expectation value of S²: 0.786
HOMO-LUMO gap (spin up / spin down) in eV: 7.018 / 5.648
2S+1: 2

Each line ends with the Mulliken charge.
Geometry (Å):
Co -0.101 0.418 0.225  -2.80
O -3.093 -1.708 -1.269  -0.66
C -2.355 -0.947 -0.683  0.05
N -0.984 -0.979 -0.627  1.39
C -0.188 -1.931 -1.218  0.40
C -0.603 -3.066 -1.934  -1.18
C 0.356 -3.920 -2.423  -0.59
C 1.723 -3.678 -2.212  -0.70
C 2.154 -2.581 -1.505  -1.15
C 1.194 -1.691 -0.997  -0.38
N 1.417 -0.561 -0.246  2.12
C 2.634 -0.164 0.232  0.21
O 3.714 -0.691 0.065  -0.69
C 2.491 1.094 1.037  0.19
C 3.605 1.703 1.582  -0.80
C 3.446 2.891 2.275  -0.78
C 2.171 3.424 2.386  -1.13
C 1.108 2.745 1.819  -0.27
N 1.247 1.593 1.159  1.44
C -2.882 0.230 0.085  0.50
C -4.243 0.429 0.205  -0.84
C -4.699 1.509 0.941  -0.66
C -3.766 2.350 1.526  -1.10
C -2.420 2.084 1.352  -0.15
N -1.969 1.045 0.645  0.91
H -1.653 -3.248 -2.091  0.59
H 0.053 -4.798 -2.978  0.46
H 2.451 -4.371 -2.613  0.45
H 3.202 -2.397 -1.330  0.58
H 4.566 1.229 1.441  0.59
H 4.297 3.395 2.713  0.47
H 1.990 4.353 2.907  0.54
H 0.111 3.145 1.900  0.27
H -4.908 -0.274 -0.277  0.61
H -5.758 1.690 1.062  0.47
H -4.067 3.206 2.113  0.55
H -1.682 2.730 1.800  0.21
C 2.983 -4.393 3.473  -1.14
C 1.495 -4.690 3.331  -0.67
C 0.613 -3.442 3.383  -0.76
C 0.895 -2.472 2.232  -0.74
Ge -0.357 -0.969 2.171  2.20
C -0.133 0.247 3.716  -0.74
C -0.807 -0.213 5.013  -0.89
C -2.330 -0.152 4.965  0.12
C -2.966 -0.518 6.300  -1.48
H 3.563 -5.315 3.511  0.39
H 3.183 -3.837 4.392  0.29
H 3.362 -3.805 2.636  0.25
H 1.182 -5.368 4.128  0.40
H 1.311 -5.216 2.389  0.33
H 0.761 -2.940 4.344  0.24
H -0.438 -3.747 3.353  0.38
H 0.841 -3.015 1.282  0.28
H 1.908 -2.066 2.302  0.38
H -1.806 -1.498 2.107  -0.30
H -0.521 1.234 3.448  0.22
H 0.944 0.362 3.864  0.42
H -0.460 0.423 5.833  0.45
H -0.491 -1.229 5.269  0.14
H -2.706 -0.820 4.185  0.22
H -2.635 0.860 4.674  0.16
H -2.685 -1.529 6.599  0.33
H -4.054 -0.477 6.249  0.40
H -2.641 0.163 7.088  0.34
C 2.205 2.136 -2.405  -1.30
Sb 0.157 1.988 -1.850  0.85
C -0.722 1.794 -3.777  -1.26
C -0.248 4.043 -1.445  -1.27
H 2.317 2.866 -3.205  0.53
H 2.572 1.169 -2.743  0.36
H 2.798 2.456 -1.548  0.37
H -0.340 2.591 -4.413  0.40
H -1.805 1.873 -3.705  0.39
H -0.466 0.829 -4.209  0.38
H -0.078 4.640 -2.339  0.46
H 0.416 4.396 -0.656  0.36
H -1.281 4.172 -1.124  0.37

***

Entry from OMol25: a structure of composition C43H59Cl3N4O5SeSiV (wB97M-V/def2-TZVPD).

Values from the calculation:
Energy in a.u.: -7285.131027
Net charge: -1
Expectation value of S²: 2.018
HOMO-LUMO gap (spin up / spin down) in eV: 7.417 / 7.447
2S+1: 3

Each line ends with the Mulliken charge.
Geometry (Å):
V 1.033 -0.259 -0.631  -0.23
C -0.628 -0.842 6.634  -2.02
C -0.918 0.546 6.065  2.22
C -2.410 0.844 6.273  -1.64
C -0.084 1.569 6.848  -1.65
C -0.580 0.637 4.577  -0.29
C -0.066 -0.427 3.849  -0.63
C 0.205 -0.281 2.500  0.30
Se 0.946 -1.733 1.482  0.23
C -0.681 -2.549 0.881  0.65
C -1.354 -3.418 1.721  -0.86
C -2.484 -4.085 1.279  -0.66
C -2.852 -3.885 -0.052  -0.12
C -2.189 -3.041 -0.934  -0.33
C -1.092 -2.288 -0.435  0.07
O -0.474 -1.382 -1.178  0.64
C -2.667 -2.924 -2.385  2.71
C -3.566 -4.107 -2.773  -2.39
C -1.497 -2.923 -3.383  -1.58
C -3.499 -1.644 -2.538  -1.55
C -3.308 -5.017 2.166  2.08
C -3.353 -6.424 1.553  -1.72
C -2.722 -5.133 3.573  -2.19
C -4.739 -4.474 2.286  -1.62
C -0.007 0.929 1.824  0.19
O 0.246 1.017 0.520  -0.10
C -0.497 2.035 2.547  -0.23
C -0.776 1.835 3.896  -0.48
C -0.772 3.431 1.960  2.74
C -0.323 3.642 0.508  -2.08
C -0.034 4.485 2.804  -1.85
C -2.284 3.694 2.024  -1.81
H -0.883 -0.863 7.696  0.44
H -1.217 -1.613 6.133  0.28
H 0.428 -1.104 6.539  0.38
H -2.666 0.788 7.335  0.46
H -2.671 1.842 5.915  0.31
H -3.025 0.124 5.730  0.35
H -0.314 1.513 7.916  0.45
H 0.982 1.379 6.713  0.35
H -0.285 2.588 6.513  0.31
H 0.131 -1.383 4.317  0.44
H -0.974 -3.567 2.724  0.36
H -3.708 -4.436 -0.420  0.30
H -3.067 -5.060 -2.581  0.42
H -4.520 -4.103 -2.242  0.39
H -3.792 -4.049 -3.840  0.50
H -0.862 -3.799 -3.225  0.39
H -1.895 -2.969 -4.401  0.46
H -0.866 -2.046 -3.285  0.01
H -4.383 -1.684 -1.897  0.36
H -2.926 -0.765 -2.250  0.22
H -3.828 -1.518 -3.575  0.42
H -2.345 -6.830 1.448  0.36
H -3.934 -7.098 2.190  0.47
H -3.815 -6.417 0.565  0.30
H -1.704 -5.528 3.553  0.39
H -2.702 -4.165 4.080  0.38
H -3.335 -5.811 4.171  0.44
H -5.217 -4.402 1.308  0.30
H -5.348 -5.131 2.914  0.46
H -4.736 -3.477 2.730  0.33
H -1.171 2.674 4.457  0.28
H 0.739 3.437 0.378  0.14
H -0.872 3.008 -0.186  0.06
H -0.510 4.687 0.243  0.72
H 1.041 4.294 2.795  0.38
H -0.209 5.479 2.385  0.48
H -0.368 4.500 3.843  0.36
H -2.824 2.957 1.426  0.31
H -2.662 3.640 3.047  0.35
H -2.509 4.689 1.628  0.46
Cl 5.189 -0.052 -0.895  -0.41
Si 3.404 0.525 0.102  0.70
Cl 3.905 0.024 2.096  -0.35
Cl 3.625 2.657 0.178  -0.37
C 4.602 -1.229 -4.755  -0.87
N 3.767 -1.856 -3.750  0.26
C 3.809 -3.201 -3.517  -0.05
C 3.093 -3.761 -2.538  -1.12
C 2.275 -2.913 -1.677  0.23
O 1.616 -3.398 -0.759  -0.60
N 2.257 -1.564 -1.949  0.76
C 2.982 -1.017 -2.955  -0.41
O 3.009 0.189 -3.207  -0.35
H 5.115 -2.008 -5.317  0.36
H 5.339 -0.576 -4.287  0.20
H 3.997 -0.630 -5.435  0.25
H 4.457 -3.766 -4.176  0.31
H 3.115 -4.822 -2.342  0.46
C 4.734 2.841 -3.507  -0.44
C 3.512 3.213 -4.330  -0.85
N 2.865 4.443 -3.875  0.33
C 3.630 5.681 -3.998  -0.87
C 4.079 6.222 -2.647  -1.08
C 1.568 4.568 -3.502  0.04
O 1.032 5.664 -3.370  -0.70
C 0.759 3.331 -3.251  0.54
C -0.540 3.271 -3.735  -0.73
C -1.311 2.164 -3.439  -1.05
C -0.770 1.172 -2.637  0.09
N 0.468 1.237 -2.149  1.29
C 1.218 2.296 -2.453  -0.50
H 5.120 1.878 -3.841  0.02
H 4.484 2.737 -2.452  -0.07
H 5.527 3.586 -3.601  0.46
H 2.799 2.394 -4.314  0.52
H 3.800 3.365 -5.378  0.30
H 3.013 6.420 -4.509  0.45
H 4.492 5.465 -4.631  0.42
H 3.212 6.462 -2.034  0.30
H 4.672 7.130 -2.778  0.40
H 4.684 5.487 -2.116  0.25
H -0.925 4.095 -4.322  0.52
H -2.324 2.060 -3.803  0.54
H -1.321 0.290 -2.355  -0.74
H 2.212 2.316 -2.034  0.21

***

Entry from OMol25: a structure of composition C39H45LaN5O at a distorted geometry (wB97M-V/def2-TZVPD).

Values from the calculation:
Energy in a.u.: -1893.394714
Net charge: -1
HOMO-LUMO gap (spin up / spin down) in eV: 3.017 / 3.016

Each line ends with the Mulliken charge.
Geometry (Å):
La 0.402 0.454 -0.769  -0.07
N -1.330 -2.473 1.119  0.33
N 2.940 -1.296 -1.372  -0.50
C 0.679 2.776 -0.649  -0.09
C 2.076 2.318 -0.538  0.90
C 2.233 1.615 0.731  0.97
C 3.540 1.008 1.221  -2.02
H 4.269 1.076 0.425  0.39
H 3.423 -0.028 1.534  0.29
H 3.853 1.607 2.073  0.46
C 0.973 1.611 1.424  0.80
C 0.681 1.031 2.774  -1.14
H 0.671 1.861 3.462  0.58
H 1.421 0.307 3.063  0.35
H -0.284 0.558 2.802  -0.20
C -0.036 2.339 0.587  -0.21
C -1.494 2.499 0.840  -1.09
H -1.937 1.627 1.299  0.06
H -2.039 2.721 -0.062  0.29
H -1.529 3.313 1.534  0.43
C 3.177 2.592 -1.514  -1.73
H 3.843 3.303 -1.044  0.37
H 2.785 3.015 -2.425  0.33
H 3.729 1.678 -1.742  0.33
C 0.052 3.548 -1.768  -1.23
H -0.969 3.221 -1.971  0.28
H 0.635 3.479 -2.678  0.26
H 0.035 4.573 -1.416  0.35
C -2.182 -3.429 0.979  -0.14
H -2.960 -3.500 1.714  0.37
C -2.018 -4.363 -0.051  -1.30
H -2.717 -5.189 -0.109  0.35
C -0.982 -4.207 -0.954  -0.60
H -0.828 -4.914 -1.772  0.40
C -0.110 -3.145 -0.823  0.02
H 0.733 -2.970 -1.481  0.44
C -0.319 -2.262 0.240  -0.08
C 0.578 -1.331 0.575  -1.08
H 1.307 -1.221 1.335  0.42
C 2.080 -0.441 -1.894  0.07
C 3.577 -1.774 -2.518  -1.57
H 4.334 -2.459 -2.406  0.67
C 3.050 -1.209 -3.649  -0.42
H 3.232 -1.283 -4.652  0.58
N 2.028 -0.334 -3.229  1.15
C 1.168 0.464 -4.062  0.21
C 1.740 1.563 -4.695  1.02
C 0.913 2.322 -5.548  -1.11
H 1.327 3.209 -6.037  0.27
C -0.422 1.972 -5.768  1.10
C -1.314 2.831 -6.635  -1.51
H -2.214 3.137 -6.090  0.33
H -1.647 2.298 -7.535  0.32
H -0.800 3.742 -6.956  0.35
C -0.927 0.816 -5.161  -1.15
H -1.958 0.509 -5.344  0.42
C -0.137 0.034 -4.304  1.06
C -0.662 -1.238 -3.707  -1.48
H -0.541 -2.094 -4.389  0.38
H -1.734 -1.159 -3.468  0.38
H -0.136 -1.522 -2.780  -0.05
C 3.168 1.934 -4.466  -2.13
H 3.812 1.677 -5.313  0.37
H 3.575 1.399 -3.608  0.32
H 3.285 3.015 -4.281  0.47
C -3.119 -1.297 5.719  -1.15
N -3.040 -0.951 4.291  -0.30
N -1.911 -1.063 3.527  1.39
C -2.243 -0.517 2.288  0.50
O -1.436 -0.134 1.337  0.39
C -3.622 -0.212 2.296  -1.30
C -4.059 -0.434 3.565  0.45
C -5.382 -0.112 4.110  -1.74
C -0.644 -1.532 4.087  -0.05
C -0.071 -2.751 3.710  -0.49
C 1.149 -3.173 4.248  -0.67
C 1.797 -2.401 5.202  -0.57
C 1.213 -1.202 5.624  -0.68
C -0.003 -0.778 5.085  0.54
H -2.192 -1.717 6.109  0.51
H -3.914 -2.033 5.866  0.33
H -3.358 -0.398 6.294  0.32
H -4.147 0.262 1.468  0.43
H -5.873 -1.009 4.493  0.32
H -5.285 0.623 4.910  0.32
H -6.007 0.324 3.324  0.39
H -0.554 -3.407 2.991  0.24
H 1.577 -4.123 3.924  0.40
H 2.744 -2.738 5.624  0.37
H 1.719 -0.601 6.385  0.35
H -0.436 0.165 5.426  0.35

***

Entry from OMol25: a cluster of 2 separate species, C5H9NOS in total at a distorted geometry (wB97M-V/def2-TZVPD).

Values from the calculation:
Energy in a.u.: -723.951934
Net charge: 0
HOMO-LUMO gap in eV: 7.814
SMILES: O/C=[NH+]/[S-].CC#CC

Each line ends with the natural charge from an NBO analysis.
Geometry (Å):
C 0.727 -1.212 -1.090  0.01
C -0.414 -1.122 -0.763  -0.07
C -0.253 1.565 1.882  0.39
C 2.222 -1.081 -1.143  -0.69
C -1.860 -1.146 -0.663  -0.69
N 0.313 1.664 0.729  -0.59
O -1.589 1.374 1.990  -0.67
S 1.940 1.755 0.398  -0.23
H 0.287 1.196 2.703  0.19
H 2.567 -1.826 -1.974  0.22
H 2.715 -1.466 -0.158  0.24
H 2.477 -0.068 -1.463  0.26
H -2.334 -2.196 -0.874  0.24
H -2.326 -0.360 -1.255  0.22
H -2.102 -0.787 0.408  0.23
H -0.249 1.731 -0.163  0.43
H -2.121 1.980 1.435  0.49

***

Entry from OMol25: a structure of composition C2HO2Rh at a distorted geometry (wB97M-V/def2-TZVPD).

Values from the calculation:
Energy in a.u.: -337.244309
Net charge: +1
Expectation value of S²: 8.762
HOMO-LUMO gap (spin up / spin down) in eV: 5.152 / 8.801
2S+1: 6

Each line ends with the natural charge from an NBO analysis.
Geometry (Å):
O 1.580 -1.699 -1.659  -0.30
C 0.551 -1.223 -1.314  0.43
C -0.363 1.170 0.754  -0.17
O -0.679 0.134 1.395  -0.47
H 0.175 1.923 1.387  0.24
Rh -1.263 -0.306 -0.563  1.28

***

Entry from OMol25: a cluster of 2 separate species, C4H7BrN4O in total at a distorted geometry (wB97M-V/def2-TZVPD).

Values from the calculation:
Energy in a.u.: -3024.522611
Net charge: 0
Expectation value of S²: 2.013
HOMO-LUMO gap (spin up / spin down) in eV: 4.343 / 6.629
2S+1: 3

Each line ends with the natural charge from an NBO analysis.
Geometry (Å):
C -1.776 -1.520 0.597  0.60
C -1.515 -0.160 1.127  0.13
C 1.496 -0.035 0.856  -0.44
C 1.341 1.500 -1.329  -0.40
N -0.298 -1.415 -1.613  -0.14
N -2.578 -1.031 1.505  -0.59
N 0.383 -0.633 -1.205  0.00
N 0.938 0.288 -0.547  -0.24
O -1.457 -2.298 -0.255  -0.45
Br -2.088 1.434 -0.288  -0.12
H 1.592 0.898 1.368  0.20
H 0.642 -0.619 1.318  0.20
H 2.451 -0.596 1.047  0.20
H 0.414 1.981 -1.709  0.22
H 1.900 2.132 -0.637  0.20
H 2.012 1.253 -2.135  0.20
H -3.457 -1.178 1.900  0.43